No. 1
91
Properties=species:S:1:pos:R:3:forces:R:3:mulliken_charge:R:1 method="wB97M-V/def2-TZVPD" de_lowest_kj_mol=31.0 homo_lumo_gap_ev=7.53 e_homo_ev=-7.7 mol_weight_g_mol=1198.041
Hf 0.29257 0.22076 -0.12555 -0.435 -0.299 0.006 2.4297
I 0.93865 2.39650 7.52769 -0.003 0.015 0.075 0.0627
C 0.92514 2.04943 5.47435 -0.007 -0.059 -0.123 -0.5782
C 1.39518 3.02521 4.60918 -0.003 0.012 0.001 -0.1922
C 1.36310 2.78501 3.24517 -0.136 0.017 0.175 0.0387
I 2.02053 4.24018 1.91384 0.019 0.003 -0.073 -0.0047
C 0.86547 1.58556 2.73002 -0.205 -0.090 -0.147 -1.0990
O 0.81026 1.39205 1.42787 0.333 0.139 -0.011 1.4626
C 0.40710 0.60130 3.61750 0.046 -0.011 0.069 1.0822
C 0.00309 -0.76896 3.12684 0.003 0.031 0.017 -1.7604
N -0.79269 -0.82302 1.87732 0.160 0.038 -0.059 -0.1651
C -2.21363 -0.48916 2.08112 0.019 0.014 0.015 -0.0271
C -2.34938 0.98322 2.33554 0.003 0.057 0.019 0.0014
C -2.82888 1.49171 3.53325 -0.010 0.003 -0.010 -1.1951
C -2.80083 2.86126 3.73556 -0.002 0.007 0.005 -0.4142
C -2.29094 3.66834 2.73301 0.017 -0.012 -0.048 -1.0186
C -1.85488 3.07250 1.55939 -0.039 0.046 0.020 -0.0670
N -1.89308 1.75913 1.35126 0.043 -0.174 -0.082 0.4315
C 0.44254 0.84534 4.98206 -0.015 0.049 -0.011 -0.7022
H 1.77547 3.96365 4.98754 0.004 -0.004 0.001 0.4415
H -0.55544 -1.26545 3.92886 0.022 -0.033 -0.004 0.4808
H 0.91307 -1.34321 2.94246 0.016 0.017 -0.022 0.4729
H -0.75623 -1.79416 1.57968 0.000 -0.023 -0.013 -0.0517
H -2.63274 -1.06700 2.91184 0.001 0.018 0.008 0.5615
H -2.74531 -0.74394 1.16393 -0.010 0.005 0.000 0.1296
H -3.17864 0.81820 4.30472 -0.001 0.002 0.001 0.4620
H -3.14602 3.28845 4.66800 0.002 -0.008 0.003 0.4277
H -2.21719 4.74054 2.85052 -0.005 -0.002 0.010 0.4395
H -1.44153 3.67429 0.76078 0.003 0.003 -0.001 0.3745
H 0.08932 0.08352 5.66664 0.003 0.002 0.006 0.4997
C -5.78369 -0.28168 -4.53747 -0.052 0.007 -0.026 -1.6123
C -4.64089 -0.48978 -3.58343 0.049 0.043 0.020 -0.0051
C -4.23893 -1.75435 -3.17703 -0.010 -0.023 -0.013 -1.3340
C -3.15724 -1.92643 -2.34140 0.012 0.004 0.015 -0.7731
C -2.40436 -0.85726 -1.80879 -0.027 0.024 -0.110 1.5805
N -1.34507 -1.07941 -0.95192 -0.095 0.164 0.199 1.4399
C -0.99612 -2.43623 -0.72956 0.057 0.044 -0.085 -1.6375
C -1.74768 -3.27380 0.10054 0.058 0.030 0.024 0.6666
C -1.34928 -4.56542 0.39096 0.021 -0.033 -0.005 -0.9205
C -0.16387 -5.08041 -0.13074 -0.002 0.046 -0.010 0.3897
C 0.32025 -6.45355 0.23922 0.009 -0.059 0.000 -1.6432
C 0.57959 -4.27189 -0.97645 -0.039 0.023 0.041 -0.7633
C 0.15940 -2.98617 -1.29740 -0.029 -0.063 0.020 -0.1159
N 0.92036 -2.24920 -2.24177 -0.152 0.053 -0.132 0.3459
C 1.61703 -2.73533 -3.29359 0.013 -0.055 -0.021 -0.0642
C 2.18644 -1.66789 -3.94112 -0.040 -0.012 -0.008 -1.6814
C 1.77541 -0.54552 -3.20651 -0.076 0.046 -0.018 -0.2763
N 1.00385 -0.90760 -2.19518 0.220 0.070 0.315 0.0387
C -2.80962 0.42325 -2.25157 0.023 0.025 0.006 0.1508
C -3.88846 0.57434 -3.12042 -0.012 -0.067 -0.019 -0.6999
N -2.11555 1.63320 -1.90240 -0.017 -0.032 0.079 -0.6510
C -2.54422 2.89209 -2.12849 -0.021 -0.039 -0.010 -0.1103
C -1.49349 3.75499 -1.92665 -0.015 0.014 0.032 -1.5235
C -0.43432 2.93514 -1.54604 0.067 0.017 -0.019 -0.2751
N -0.81990 1.65957 -1.52540 0.160 0.011 -0.159 0.5589
H -6.48623 -1.11377 -4.49198 0.007 -0.003 0.003 0.3995
H -5.43385 -0.20438 -5.56951 0.007 -0.001 0.006 0.2887
H -6.33500 0.63077 -4.30762 0.010 0.003 -0.003 0.3803
H -4.76910 -2.63024 -3.53369 -0.004 0.004 0.001 0.3912
H -2.87489 -2.93598 -2.08389 0.006 0.002 0.013 0.4385
H -2.67386 -2.88625 0.50887 -0.002 -0.014 -0.006 0.5025
H -1.96012 -5.18126 1.04030 0.002 0.000 -0.001 0.4156
H -0.50646 -7.09383 0.54496 -0.004 0.009 0.002 0.4076
H 1.02712 -6.40517 1.06998 -0.004 0.014 -0.001 0.2876
H 0.82894 -6.93262 -0.59723 0.005 0.005 0.004 0.3787
H 1.51765 -4.63573 -1.37712 0.000 -0.005 -0.007 0.5773
H 1.62913 -3.78918 -3.51036 0.012 0.009 -0.007 0.5213
H 2.80114 -1.69316 -4.82284 -0.003 0.007 -0.001 0.4399
H 1.99541 0.50062 -3.35126 0.012 -0.005 0.004 0.6284
H -4.13916 1.55914 -3.48741 0.008 0.011 0.000 0.3828
H -3.55731 3.09451 -2.42006 0.002 0.019 0.007 0.4500
H -1.49855 4.82556 -2.02743 0.000 -0.005 0.003 0.4747
H 0.58175 3.17769 -1.27739 -0.015 0.021 -0.022 0.4573
O 3.09919 -1.01168 2.23833 0.076 -0.070 -0.036 -0.6699
C 2.80135 -0.65542 1.12116 0.094 0.001 -0.052 -0.4061
O 1.73590 -1.10241 0.48144 -0.121 0.074 0.007 -0.4146
C 3.67697 0.29682 0.34763 0.118 0.042 0.119 0.6816
C 5.01689 0.27137 0.67125 -0.039 0.053 -0.084 -0.2829
C 5.91129 1.08610 -0.00590 0.118 -0.093 -0.095 -0.8904
C 5.49455 1.94886 -0.99275 -0.120 -0.104 0.046 -0.3367
C 4.14855 1.99320 -1.30922 0.030 0.165 -0.053 -0.4625
C 3.17917 1.18841 -0.65026 -0.065 -0.057 0.031 0.1337
O 1.92156 1.27374 -0.93203 -0.051 -0.134 0.063 0.2521
N 3.77206 2.94627 -2.36588 0.075 -0.158 -0.023 1.1550
O 2.61361 2.98730 -2.74052 0.009 0.049 -0.016 -0.6023
O 4.65511 3.63748 -2.83874 -0.036 0.028 0.061 -0.7149
N 7.33705 1.02980 0.33209 -0.138 0.415 0.397 1.0554
O 7.67523 0.26850 1.21718 0.033 -0.140 -0.148 -0.6350
O 8.08504 1.79688 -0.24307 0.033 -0.150 -0.143 -0.6396
H 5.36091 -0.38578 1.45642 -0.001 -0.012 0.003 0.6479
H 6.19517 2.58199 -1.51118 0.026 0.020 -0.016 0.7000



No. 2
14
Properties=species:S:1:pos:R:3:forces:R:3:mulliken_charge:R:1 method="wB97M-V/def2-TZVPD" de_lowest_kj_mol=363.4 homo_lumo_gap_ev="7.82 / 6.66" e_homo_ev="-7.6 / -6.7" mol_weight_g_mol=84.122
C 1.26722 -0.67610 0.04718 -0.001 -0.029 -0.014 -0.9202
N 0.24132 0.35179 -0.02879 0.314 -0.020 0.152 0.1138
C 0.23918 1.40593 0.97818 -0.010 0.046 0.009 -0.9003
C -0.77956 0.17344 -0.83847 -0.295 0.000 -0.137 -0.2612
C -1.37301 -1.20084 -1.09016 0.131 0.148 0.236 0.1724
N -0.90864 -2.33442 -1.17267 -0.167 0.411 0.093 -0.7012
H 1.88869 -0.50613 0.92859 -0.121 -0.091 -0.102 0.3512
H 1.88910 -0.65645 -0.85031 -0.034 0.014 0.117 0.2592
H 0.77331 -1.66430 0.06709 0.103 0.141 -0.001 0.3754
H -0.03965 0.97488 1.94808 0.081 0.094 -0.090 0.3525
H -0.50061 2.16213 0.70785 0.142 -0.094 0.032 0.2981
H 1.22382 1.87013 1.06087 -0.093 -0.055 -0.041 0.3306
H -1.48435 1.00413 -0.89061 0.045 -0.182 0.107 0.3106
H -2.43682 -0.90419 -0.86682 -0.096 -0.383 -0.361 0.2190



No. 3
31
Properties=species:S:1:pos:R:3:forces:R:3:mulliken_charge:R:1 method="wB97M-V/def2-TZVPD" total_charge=+1 homo_lumo_gap_ev=9.33 e_homo_ev=-12.9 mol_weight_g_mol=339.295
C -2.98239 0.26998 0.41649 -0.661 -0.054 0.358 -1.4055
C -2.87478 0.73218 -1.01916 -0.374 -1.645 -0.956 0.2675
C -3.87425 0.00990 -1.92529 0.209 0.146 -0.243 -1.5983
C -1.45218 0.57218 -1.69096 -0.655 0.353 0.894 -1.7148
Si 0.05150 0.38525 -0.56100 0.228 -0.269 -0.240 0.3111
O 0.88531 -0.89951 -1.12415 0.126 0.191 0.181 -0.1580
Si 1.95548 -1.80926 -0.21490 0.097 -0.350 -0.104 0.3473
C 3.50566 -0.79320 0.11088 0.078 -0.069 0.162 -0.6739
C 3.92419 -0.57860 1.56823 -0.087 0.236 -0.405 -0.5503
O 2.82716 -0.72038 2.48768 0.241 -0.064 0.377 -0.3708
C 2.41111 0.42242 3.07098 0.048 0.192 -0.362 0.2013
O 2.10738 0.51611 4.21188 -0.310 -0.141 0.270 -0.4530
H -2.61509 -0.74454 0.56340 0.087 -0.006 -0.055 0.3758
H -2.49626 0.90072 1.16228 0.287 0.084 -0.060 0.4149
H -4.04050 0.27124 0.68561 -0.022 -0.114 0.066 0.3988
H -3.14847 1.79947 -1.03258 -2.327 -6.047 -0.641 0.8066
H -4.86872 -0.05607 -1.48996 -0.064 0.038 -0.062 0.4268
H -3.51497 -0.98566 -2.17769 -0.149 -0.183 0.239 0.4018
H -3.90943 0.53906 -2.88082 -0.268 -0.004 -0.033 0.3593
H -1.30295 1.37462 -2.41223 0.189 -0.013 -0.340 0.8099
H -1.49515 -0.33150 -2.29545 0.167 -0.112 0.039 0.4186
H 0.88465 1.62263 -0.58652 -0.138 0.059 -0.046 -0.1730
H -0.30412 0.13641 0.85300 -0.050 0.129 -0.044 -0.1185
H 1.23985 -2.20346 1.00918 0.008 -0.019 0.017 -0.0759
H 2.29048 -3.00260 -1.01029 -0.023 0.059 -0.048 -0.1801
H 3.40644 0.18112 -0.37275 -0.153 -0.027 -0.135 0.3428
H 4.31176 -1.30635 -0.41644 0.084 0.068 -0.044 0.4586
H 4.69301 -1.28207 1.87071 -0.122 -0.185 0.142 0.3339
H 4.35710 0.41580 1.68503 0.032 0.033 0.034 0.3983
H 2.33205 1.26822 2.36090 0.234 0.019 -0.009 0.3502
Cs -2.30388 3.29591 -0.84604 3.287 7.694 1.046 1.0485



No. 4
14
Properties=species:S:1:pos:R:3:forces:R:3:mulliken_charge:R:1 method="wB97M-V/def2-TZVPD" de_lowest_kj_mol=326.3 homo_lumo_gap_ev=9.58 e_homo_ev=-9.0 mol_weight_g_mol=121.165
C -1.17097 -1.68743 -0.04550 -0.322 0.259 -0.502 -0.9054
N 0.09706 -1.02463 -0.09818 1.887 -1.128 0.199 -0.4458
C 0.23900 0.20551 0.02076 -1.162 1.929 -0.652 0.6001
N -0.86953 1.08699 0.09431 0.987 -0.514 0.612 -0.1466
O -0.63721 2.45160 -0.03162 2.626 0.978 -2.606 -0.4558
N 1.43813 0.97244 -0.03707 0.912 0.502 4.597 -0.4732
S 2.90451 0.03531 -0.08950 -1.199 -2.657 0.830 -0.1998
H -1.05419 -2.77007 0.13101 0.169 0.411 -0.621 0.2556
H -1.70361 -1.48459 -1.04402 0.118 -0.442 1.637 0.2743
H -1.66225 -1.34562 0.87324 -0.784 0.230 -0.497 0.3494
H -1.57664 0.73021 -0.51196 -0.791 0.352 -0.549 0.2299
H 0.17895 2.64502 -0.77198 -3.099 -1.234 2.713 0.3730
H 1.47482 1.50875 1.03087 -0.346 -1.606 -4.004 0.3676
H 2.34193 -1.32349 0.47964 1.005 2.920 -1.159 0.1767